Record 1
10 unconnected molecules or ions with the total composition C34H53N7O3S3 in a non-equilibrium geometry. Source: the Open Molecules 2025 dataset; level of theory: the ωB97M-V functional and the def2-TZVPD basis.

The geometry in XYZ format:
```
100
Properties=species:S:1:pos:R:3
C -1.392 4.637 0.197
S -1.572 5.053 1.973
O -2.361 3.933 2.687
C 0.177 4.696 2.368
H -0.981 3.638 0.051
H -0.791 5.372 -0.337
H -2.349 4.656 -0.325
H 0.846 5.231 1.694
H 0.360 3.621 2.357
H 0.325 5.060 3.385
C -6.337 3.229 -1.958
S -5.596 1.567 -1.468
O -5.199 0.755 -2.721
C -4.003 2.200 -0.801
H -5.632 3.905 -2.443
H -6.624 3.694 -1.016
H -7.186 3.127 -2.634
H -3.362 2.729 -1.506
H -3.296 1.426 -0.501
H -4.168 2.853 0.056
C -0.553 0.804 2.074
S -0.635 0.172 0.325
O -0.363 1.339 -0.683
C 1.041 -0.712 0.486
H 0.461 0.986 2.429
H -1.163 0.167 2.716
H -1.048 1.774 2.125
H 1.367 -1.031 -0.504
H 0.996 -1.606 1.108
H 1.734 0.009 0.920
N 2.623 -5.997 1.899
C 1.663 -5.832 2.881
C 1.468 -4.467 3.010
C 2.428 -3.774 2.253
C 3.027 -4.714 1.447
H 2.910 -6.867 1.473
H 1.217 -6.719 3.305
H 0.721 -3.950 3.593
H 2.652 -2.717 2.248
H 3.722 -4.632 0.625
N 5.141 -0.628 -4.149
C 4.853 -1.930 -3.907
C 3.504 -1.986 -3.546
C 2.984 -0.690 -3.452
C 4.019 0.140 -3.856
H 6.070 -0.365 -4.445
H 5.525 -2.767 -4.027
H 3.016 -2.919 -3.305
H 1.974 -0.471 -3.140
H 4.123 1.215 -3.885
N -3.861 -2.040 4.573
C -4.424 -3.316 4.649
C -3.549 -4.088 5.358
C -2.483 -3.322 5.716
C -2.640 -2.046 5.264
H -4.237 -1.214 4.132
H -5.338 -3.547 4.123
H -3.754 -5.099 5.679
H -1.592 -3.686 6.204
H -1.959 -1.208 5.229
N -0.236 1.192 -3.491
C 0.432 1.682 -4.646
C -0.414 1.607 -5.750
C -1.636 0.989 -5.283
C -1.490 0.846 -3.926
H 0.038 1.155 -2.519
H 1.457 2.008 -4.550
H -0.270 1.987 -6.751
H -2.484 0.724 -5.898
H -2.244 0.580 -3.200
N -0.198 -3.683 -2.903
C -0.132 -4.410 -4.060
C 0.182 -3.479 -5.032
C 0.079 -2.235 -4.555
C -0.040 -2.352 -3.210
H -0.416 -4.071 -1.996
H -0.337 -5.465 -4.168
H 0.243 -3.776 -6.068
H 0.181 -1.302 -5.089
H -0.195 -1.609 -2.442
N 2.049 5.208 -1.208
C 1.788 3.901 -0.933
C 2.222 3.076 -1.864
C 2.776 3.942 -2.833
C 2.748 5.253 -2.393
H 1.863 6.037 -0.662
H 1.325 3.622 0.002
H 2.213 1.997 -1.899
H 3.288 3.647 -3.738
H 3.179 6.116 -2.879
N 0.526 -0.276 6.652
C 1.067 -1.516 6.652
C 1.679 -1.649 5.383
C 1.503 -0.497 4.671
C 0.869 0.375 5.495
H 0.048 0.159 7.428
H 0.987 -2.138 7.532
H 2.303 -2.427 4.970
H 1.913 -0.297 3.692
H 0.639 1.430 5.463
```

- Kohn-Sham gap (eV) = 7.5
- ΔE to the lowest compared entry with this formula, charge and spin (kJ/mol) = 322.7
- calculated total energy (eV) = -85189.9626
- total charge = 0
- spin multiplicity = 1


Record 2
9 unconnected molecules or ions with the total composition C34H54O18 in a non-equilibrium geometry. Source: the Open Molecules 2025 dataset; level of theory: the ωB97M-V functional and the def2-TZVPD basis.

The geometry in XYZ format:
```
106
Properties=species:S:1:pos:R:3
O 9.116 10.059 14.426
C 9.390 9.044 13.897
C 8.472 8.074 13.090
C 9.229 6.738 13.267
C 10.719 7.201 13.207
O 10.657 8.488 14.000
H 7.527 8.149 13.577
H 8.421 8.363 12.060
H 9.045 6.351 14.290
H 9.080 6.193 12.366
H 11.324 6.566 13.787
H 11.151 7.322 12.206
O 16.115 10.700 12.922
C 15.778 9.555 12.787
C 16.613 8.230 12.855
C 15.548 7.122 12.695
C 14.276 7.794 12.328
O 14.487 9.188 12.570
H 17.419 8.180 12.101
H 17.142 8.148 13.837
H 15.948 6.408 12.008
H 15.508 6.582 13.641
H 13.941 7.652 11.254
H 13.471 7.623 12.961
O 9.283 11.302 8.035
C 9.060 10.138 7.800
C 8.320 9.067 8.607
C 8.687 7.781 7.940
C 8.933 8.251 6.514
O 9.422 9.604 6.603
H 8.626 9.142 9.649
H 7.307 9.279 8.526
H 9.533 7.310 8.382
H 7.884 7.075 7.863
H 9.674 7.743 5.939
H 7.975 8.273 6.059
O 14.766 8.995 6.030
C 14.107 9.477 6.880
C 12.719 9.963 6.765
C 12.281 10.377 8.127
C 13.659 10.398 8.943
O 14.490 9.479 8.177
H 12.711 10.821 6.088
H 12.185 9.232 6.149
H 11.751 11.288 8.111
H 11.566 9.718 8.533
H 14.174 11.374 8.860
H 13.576 9.922 9.926
O 12.333 14.712 13.751
C 13.380 14.514 13.206
C 13.705 14.540 11.730
C 15.195 14.595 11.720
C 15.627 14.183 13.157
O 14.403 14.119 13.913
H 13.365 13.540 11.340
H 13.121 15.324 11.133
H 15.620 13.873 10.985
H 15.544 15.649 11.576
H 16.070 13.211 13.185
H 16.226 14.920 13.624
O 14.547 7.670 15.843
C 14.452 8.856 15.854
C 13.216 9.718 16.142
C 13.692 11.123 15.673
C 15.240 10.950 15.765
O 15.529 9.546 15.583
H 12.336 9.334 15.706
H 13.116 9.647 17.234
H 13.389 11.246 14.585
H 13.395 11.888 16.320
H 15.794 11.392 14.939
H 15.714 11.245 16.689
O 11.325 9.010 10.807
C 10.957 10.077 11.210
C 11.807 11.271 11.599
C 10.832 12.220 12.185
C 9.576 11.820 11.466
O 9.619 10.414 11.272
H 12.542 10.859 12.268
H 12.381 11.664 10.650
H 10.644 12.097 13.246
H 11.039 13.267 11.901
H 8.655 12.046 12.021
H 9.518 12.246 10.479
O 13.196 13.380 9.004
C 12.214 13.753 8.481
C 11.868 14.203 7.093
C 10.319 14.153 7.071
C 9.977 14.337 8.505
O 11.118 13.895 9.259
H 12.241 15.253 6.929
H 12.227 13.423 6.441
H 9.903 14.941 6.379
H 10.042 13.201 6.633
H 9.776 15.435 8.757
H 9.110 13.823 8.817
O 7.925 14.125 13.013
C 8.613 15.324 13.442
C 9.363 16.123 12.340
O 8.440 16.690 11.365
H 7.246 14.457 12.391
H 7.958 15.927 14.013
H 9.445 14.986 14.068
H 10.064 15.458 11.849
H 9.878 16.920 12.875
H 8.882 17.073 10.613
```

- Kohn-Sham gap (eV) = 10.2
- ΔE to the lowest compared entry with this formula, charge and spin (kJ/mol) = 21.5
- calculated total energy (eV) = -72988.9422
- total charge = 0
- spin multiplicity = 1
- SMILES = O=C1CCCO1.O=C1CCCO1.O=C1CCCO1.O=C1CCCO1.O=C1CCCO1.O=C1CCCO1.O=C1CCCO1.O=C1CCCO1.OCCO